(1)
ORCA calculation (wB97M-V/def2-TZVPD) on a 2-piece molecular cluster, C4H12 overall at a distorted geometry.

```
16
C4H12 wB97M-V/def2-TZVPD
C 1.78 0.22 -0.83
C 1.23 0.37 -2.25
H 0.92 0.58 -0.24
H 2.06 -0.80 -0.58
H 2.65 0.82 -0.58
H 0.27 -0.08 -2.42
H 1.99 0.09 -3.01
H 1.33 1.44 -2.50
C -1.78 -0.90 1.06
C -1.37 0.27 2.03
H -1.04 -1.71 1.14
H -2.70 -1.28 1.46
H -1.69 -0.56 0.04
H -2.16 0.59 2.69
H -0.97 1.05 1.38
H -0.52 -0.08 2.62
```

Summary:
gap between HOMO and LUMO: 12.613 eV
SMILES: CC.CC
LUMO: 1.123 eV
highest occupied orbital energy: -11.49 eV

Here are the natural (NBO) charges for atoms 1 to 4, given in e: C -0.606; C -0.617; H 0.199; H 0.201


(2)
ORCA calculation (wB97M-V/def2-TZVPD) on a 2-piece molecular cluster, C4H12 overall at a distorted geometry.

```
16
C4H12 wB97M-V/def2-TZVPD
C 1.54 0.16 1.00
C 2.32 0.16 2.31
H 1.23 1.17 0.72
H 2.22 -0.10 0.18
H 0.71 -0.54 0.94
H 2.83 1.10 2.49
H 1.71 -0.06 3.18
H 3.04 -0.66 2.30
C -1.45 -0.36 -2.18
C -2.46 0.05 -1.11
H -1.94 -1.03 -2.88
H -1.01 0.48 -2.70
H -0.66 -0.98 -1.73
H -3.31 0.53 -1.59
H -2.05 0.85 -0.47
H -2.71 -0.76 -0.45
```

Summary:
gap between HOMO and LUMO: 12.764 eV
SMILES: CC.CC
LUMO: 1.142 eV
highest occupied orbital energy: -11.62 eV

Here are the natural (NBO) charges for atoms 1 to 4, given in e: C -0.613; C -0.610; H 0.204; H 0.201


(3)
ORCA calculation (wB97M-V/def2-TZVPD) on a 2-piece molecular cluster, C4H12 overall at a distorted geometry.

```
16
C4H12 wB97M-V/def2-TZVPD
C -0.04 1.84 -1.43
C -1.07 0.84 -0.88
H 1.00 1.55 -1.30
H -0.30 2.06 -2.47
H -0.17 2.80 -0.94
H -1.11 0.90 0.20
H -2.02 1.00 -1.38
H -0.72 -0.17 -1.08
C 1.17 -0.93 0.97
C -0.03 -1.75 1.44
H 0.96 -0.61 -0.05
H 1.40 -0.11 1.63
H 2.03 -1.55 0.71
H -0.31 -2.38 0.59
H -0.92 -1.16 1.63
H 0.13 -2.32 2.36
```

Summary:
gap between HOMO and LUMO: 12.686 eV
SMILES: CC.CC
LUMO: 1.174 eV
highest occupied orbital energy: -11.51 eV

Here are the natural (NBO) charges for atoms 1 to 4, given in e: C -0.609; C -0.605; H 0.205; H 0.202


(4)
ORCA calculation (wB97M-V/def2-TZVPD) on a 2-piece molecular cluster, C4H12 overall.

```
16
C4H12 wB97M-V/def2-TZVPD
C -0.39 2.07 -0.76
C -0.66 1.52 -2.16
H -0.20 3.15 -0.77
H -1.24 1.89 -0.11
H 0.47 1.58 -0.31
H -0.90 0.46 -2.09
H 0.20 1.62 -2.81
H -1.53 2.00 -2.61
C 0.47 -1.27 0.89
C 0.60 -2.30 2.01
H 1.30 -1.34 0.18
H -0.46 -1.40 0.34
H 0.45 -0.26 1.30
H 0.73 -3.31 1.61
H 1.46 -2.09 2.65
H -0.30 -2.31 2.63
```

Summary:
gap between HOMO and LUMO: 12.952 eV
SMILES: CC.CC
LUMO: 1.151 eV
highest occupied orbital energy: -11.80 eV

Here are the natural (NBO) charges for atoms 1 to 4, given in e: C -0.603; C -0.603; H 0.201; H 0.200


(5)
ORCA calculation (wB97M-V/def2-TZVPD) on a 2-piece molecular cluster, C4H12 overall at a distorted geometry.

```
16
C4H12 wB97M-V/def2-TZVPD
C 1.47 0.07 -2.27
C 2.10 0.30 -0.87
H 1.74 -0.92 -2.66
H 0.40 0.14 -2.12
H 1.87 0.80 -2.97
H 1.83 -0.49 -0.17
H 3.16 0.07 -0.97
H 1.88 1.30 -0.54
C -1.23 0.29 1.78
C -2.37 -0.65 1.38
H -0.28 0.00 1.33
H -1.38 1.30 1.40
H -1.11 0.26 2.86
H -3.29 -0.08 1.52
H -2.29 -1.56 1.97
H -2.49 -0.84 0.31
```

Summary:
gap between HOMO and LUMO: 12.574 eV
SMILES: CC.CC
LUMO: 1.089 eV
highest occupied orbital energy: -11.48 eV

Here are the natural (NBO) charges for atoms 1 to 4, given in e: C -0.601; C -0.608; H 0.200; H 0.200


(6)
ORCA calculation (wB97M-V/def2-TZVPD) on a 2-piece molecular cluster, C4H12 overall at a distorted geometry.

```
16
C4H12 wB97M-V/def2-TZVPD
C 1.62 0.04 0.12
C 3.01 -0.15 0.77
H 1.69 -0.23 -0.94
H 0.95 -0.72 0.52
H 1.18 1.02 0.30
H 2.94 -0.72 1.70
H 3.48 0.80 1.00
H 3.67 -0.67 0.09
C -2.44 0.75 -0.14
C -2.18 -0.63 -0.75
H -2.98 1.42 -0.82
H -2.98 0.67 0.80
H -1.50 1.29 0.03
H -2.30 -0.59 -1.84
H -1.15 -0.96 -0.60
H -2.87 -1.36 -0.32
```

Summary:
gap between HOMO and LUMO: 12.842 eV
SMILES: CC.CC
LUMO: 1.197 eV
highest occupied orbital energy: -11.65 eV

Here are the natural (NBO) charges for atoms 1 to 4, given in e: C -0.616; C -0.610; H 0.206; H 0.202


(7)
ORCA calculation (wB97M-V/def2-TZVPD) on a 2-piece molecular cluster, C4H12 overall at a distorted geometry.

```
16
C4H12 wB97M-V/def2-TZVPD
C -1.13 0.01 -1.98
C -1.85 -0.51 -0.76
H -1.75 0.60 -2.66
H -0.21 0.60 -1.85
H -0.77 -0.83 -2.58
H -2.37 0.28 -0.23
H -1.18 -0.95 -0.05
H -2.71 -1.14 -1.01
C 1.67 -0.15 2.03
C 1.33 0.67 0.80
H 1.80 0.41 2.95
H 0.88 -0.90 2.17
H 2.53 -0.81 1.90
H 0.35 1.13 0.84
H 2.06 1.45 0.59
H 1.36 0.14 -0.15
```

Summary:
gap between HOMO and LUMO: 12.717 eV
SMILES: CC.CC
LUMO: 1.164 eV
highest occupied orbital energy: -11.55 eV

Here are the natural (NBO) charges for atoms 1 to 4, given in e: C -0.612; C -0.613; H 0.204; H 0.206


(8)
ORCA calculation (wB97M-V/def2-TZVPD) on a 2-piece molecular cluster, C4H12 overall at a distorted geometry.

```
16
C4H12 wB97M-V/def2-TZVPD
C 0.09 2.43 0.75
C 0.07 1.61 2.05
H -0.55 2.06 -0.06
H -0.14 3.49 0.90
H 1.05 2.47 0.28
H -0.73 0.88 1.98
H -0.14 2.28 2.88
H 1.04 1.13 2.19
C -0.40 -2.35 -0.76
C 0.22 -1.74 -1.99
H -1.34 -1.89 -0.44
H -0.52 -3.43 -0.89
H 0.19 -2.18 0.14
H -0.31 -2.00 -2.90
H 1.24 -2.11 -2.11
H 0.24 -0.64 -2.01
```

Summary:
gap between HOMO and LUMO: 12.726 eV
SMILES: CC.CC
LUMO: 1.087 eV
highest occupied orbital energy: -11.64 eV

Here are the natural (NBO) charges for atoms 1 to 4, given in e: C -0.617; C -0.616; H 0.204; H 0.204


(9)
ORCA calculation (wB97M-V/def2-TZVPD) on a 2-piece molecular cluster, C4H12 overall at a distorted geometry.

```
16
C4H12 wB97M-V/def2-TZVPD
C -2.11 -2.06 -0.18
C -1.56 -0.65 0.07
H -3.17 -2.13 0.07
H -2.05 -2.39 -1.22
H -1.58 -2.85 0.35
H -1.07 -0.21 -0.79
H -2.34 0.02 0.38
H -0.77 -0.76 0.81
C 2.56 1.15 0.25
C 1.14 1.60 -0.11
H 3.16 0.95 -0.63
H 3.02 1.90 0.88
H 2.48 0.25 0.85
H 0.43 1.60 0.72
H 0.75 0.97 -0.91
H 1.12 2.61 -0.53
```

Summary:
gap between HOMO and LUMO: 12.717 eV
SMILES: CC.CC
LUMO: 1.142 eV
highest occupied orbital energy: -11.58 eV

Here are the natural (NBO) charges for atoms 1 to 4, given in e: C -0.617; C -0.616; H 0.205; H 0.204


(10)
ORCA calculation (wB97M-V/def2-TZVPD) on a 2-piece molecular cluster, C4H12 overall.

```
16
C4H12 wB97M-V/def2-TZVPD
C -1.77 -1.08 -1.72
C -1.07 0.09 -2.42
H -2.82 -0.87 -1.59
H -1.65 -1.98 -2.32
H -1.35 -1.33 -0.74
H -1.45 1.07 -2.12
H -1.16 0.01 -3.50
H 0.00 0.08 -2.22
C 1.86 0.16 1.53
C 0.98 0.84 2.60
H 2.36 -0.73 1.93
H 1.24 -0.23 0.72
H 2.59 0.86 1.17
H 1.56 1.56 3.17
H 0.09 1.29 2.17
H 0.59 0.09 3.30
```

Summary:
gap between HOMO and LUMO: 12.890 eV
SMILES: CC.CC
LUMO: 1.088 eV
highest occupied orbital energy: -11.80 eV

Here are the natural (NBO) charges for atoms 1 to 4, given in e: C -0.608; C -0.608; H 0.203; H 0.203


(11)
ORCA calculation (wB97M-V/def2-TZVPD) on a 2-piece molecular cluster, C4H12 overall at a distorted geometry.

```
16
C4H12 wB97M-V/def2-TZVPD
C 0.02 -0.11 2.69
C 0.97 -0.38 1.54
H -0.25 -1.06 3.16
H 0.47 0.46 3.50
H -0.91 0.30 2.32
H 0.57 -0.27 0.52
H 1.30 -1.42 1.39
H 1.85 0.25 1.43
C -0.12 -0.17 -2.54
C -0.88 0.77 -1.59
H 0.03 -1.20 -2.22
H -0.69 -0.22 -3.47
H 0.87 0.19 -2.79
H -0.90 0.33 -0.60
H -1.93 0.82 -1.87
H -0.39 1.73 -1.49
```

Summary:
gap between HOMO and LUMO: 12.449 eV
SMILES: CC.CC
LUMO: 1.141 eV
highest occupied orbital energy: -11.31 eV

Here are the natural (NBO) charges for atoms 1 to 4, given in e: C -0.623; C -0.632; H 0.207; H 0.213


(12)
ORCA calculation (wB97M-V/def2-TZVPD) on a 2-piece molecular cluster, C4H12 overall at a distorted geometry.

```
16
C4H12 wB97M-V/def2-TZVPD
C -2.49 0.60 -0.82
C -1.11 1.17 -1.17
H -2.95 0.78 -1.83
H -2.67 -0.48 -0.69
H -2.91 1.28 -0.09
H -1.27 2.26 -1.34
H -0.71 0.54 -1.97
H -0.48 1.05 -0.28
C 2.41 -0.42 1.00
C 1.21 -1.38 1.07
H 2.62 0.08 1.93
H 3.33 -0.99 0.77
H 2.37 0.20 0.10
H 0.36 -0.87 0.59
H 0.94 -1.49 2.14
H 1.37 -2.34 0.58
```

Summary:
gap between HOMO and LUMO: 12.371 eV
SMILES: CC.CC
LUMO: 1.129 eV
highest occupied orbital energy: -11.24 eV

Here are the natural (NBO) charges for atoms 1 to 4, given in e: C -0.614; C -0.603; H 0.195; H 0.212


(13)
ORCA calculation (wB97M-V/def2-TZVPD) on a 2-piece molecular cluster, C4H12 overall at a distorted geometry.

```
16
C4H12 wB97M-V/def2-TZVPD
C 1.88 0.17 -2.17
C 0.72 1.07 -2.43
H 2.81 0.59 -1.75
H 1.51 -0.53 -1.42
H 2.11 -0.52 -3.00
H 0.06 0.63 -3.18
H 0.97 2.02 -2.90
H 0.42 1.35 -1.46
C -1.11 -0.71 1.59
C -1.56 -0.44 2.96
H -0.65 -1.80 1.63
H -2.03 -0.87 0.78
H -0.35 0.06 1.44
H -1.62 0.57 3.40
H -2.20 -1.20 3.31
H -0.65 -0.90 3.45
```

Summary:
gap between HOMO and LUMO: 11.701 eV
SMILES: CC.CC
LUMO: 1.068 eV
highest occupied orbital energy: -10.63 eV

Here are the natural (NBO) charges for atoms 1 to 4, given in e: C -0.608; C -0.618; H 0.206; H 0.199


(14)
ORCA calculation (wB97M-V/def2-TZVPD) on a 2-piece molecular cluster, C4H12 overall at a distorted geometry.

```
16
C4H12 wB97M-V/def2-TZVPD
C -0.90 0.58 -1.11
C -1.27 1.18 -2.43
H -0.96 1.26 -0.27
H -1.41 -0.40 -0.92
H 0.10 0.10 -1.13
H -1.60 0.43 -3.17
H -0.32 1.48 -2.90
H -2.04 1.93 -2.40
C 1.47 -0.87 1.16
C 0.67 -0.85 2.42
H 2.48 -1.25 1.37
H 0.89 -1.34 0.36
H 1.80 0.07 0.59
H -0.29 -0.31 2.36
H 1.26 -0.43 3.23
H 0.35 -1.91 2.52
```

Summary:
expectation value of S²: 0.753
gap between HOMO and LUMO (spin up / spin down): 13.892 / 3.781 eV
charge: +1
LUMO (spin up / spin down): -2.931 / -11.265 eV
multiplicity: 2
highest occupied orbital energy (spin up / spin down): -16.82 / -15.05 eV

Here are the natural (NBO) charges for atoms 1 to 4, given in e: C -0.553; C -0.615; H 0.241; H 0.313


(15)
ORCA calculation (wB97M-V/def2-TZVPD) on a 2-piece molecular cluster, C4H12 overall at a distorted geometry.

```
16
C4H12 wB97M-V/def2-TZVPD
C 2.25 0.20 0.94
C 1.05 0.43 1.87
H 3.14 -0.07 1.47
H 1.94 -0.56 0.20
H 2.42 1.16 0.36
H 1.02 1.47 2.23
H 1.20 -0.35 2.63
H 0.17 0.32 1.25
C -1.79 0.43 -1.46
C -1.50 -1.03 -1.32
H -1.64 0.98 -0.51
H -1.25 0.95 -2.25
H -2.85 0.57 -1.75
H -0.66 -1.57 -0.79
H -1.37 -1.48 -2.32
H -2.31 -1.56 -0.81
```

Summary:
expectation value of S²: 0.753
gap between HOMO and LUMO (spin up / spin down): 11.443 / 2.961 eV
charge: +1
LUMO (spin up / spin down): -3.481 / -11.931 eV
multiplicity: 2
highest occupied orbital energy (spin up / spin down): -14.92 / -14.89 eV

Here are the natural (NBO) charges for atoms 1 to 4, given in e: C -0.591; C -0.600; H 0.227; H 0.181


(16)
ORCA calculation (wB97M-V/def2-TZVPD) on a 2-piece molecular cluster, C4H12 overall at a distorted geometry.

```
16
C4H12 wB97M-V/def2-TZVPD
C 1.08 -1.09 1.64
C 1.59 -2.30 0.83
H 0.63 -0.33 0.98
H 0.36 -1.48 2.34
H 1.92 -0.64 2.16
H 2.60 -2.17 0.43
H 0.91 -2.60 0.03
H 1.75 -3.10 1.57
C -1.39 2.46 -1.40
C -1.19 1.06 -0.99
H -1.99 3.06 -0.71
H -0.58 2.94 -1.95
H -2.11 2.26 -2.29
H -0.15 0.72 -1.02
H -1.75 0.26 -1.56
H -1.68 0.96 -0.05
```

Summary:
expectation value of S²: 0.753
gap between HOMO and LUMO (spin up / spin down): 11.385 / 3.572 eV
charge: +1
LUMO (spin up / spin down): -3.564 / -11.225 eV
multiplicity: 2
highest occupied orbital energy (spin up / spin down): -14.95 / -14.80 eV

Here are the natural (NBO) charges for atoms 1 to 4, given in e: C -0.583; C -0.612; H 0.166; H 0.221


Respective energy relative to the best compared isomer or geometry (same formula, charge and spin) values: 15.1, 4.4, 7.8, 0.1, 9.0, 5.9, 5.7, 6.3, 5.6, 3.5, 12.3, 17.0, 39.5, 15.1, 22.9, 12.4 kcal/mol.
Respective E values: -4341.873, -4342.336, -4342.190, -4342.523, -4342.138, -4342.272, -4342.280, -4342.254, -4342.286, -4342.377, -4341.997, -4341.793, -4340.817, -4330.577, -4330.239, -4330.695 eV.